[1]
The following is a quantum chemistry calculation of a single C4H5NO molecule, from OMol25.

Computed properties:
spin multiplicity	1
energy relative to the best compared isomer or geometry (same formula, charge and spin)	317.0	kJ/mol
strongest force on any atom	0.37	eV/Å
total energy	-7763.241	eV
orbital gap (alpha / beta)	0.287 / 0.287	Eh

Structure (XYZ):
```
11
C4H5NO | OMol25 | wB97M-V/def2-TZVPD
N 1.910 -0.016 0.216
C 0.951 0.811 0.025
C -0.268 1.222 -0.305
C -1.224 0.292 0.184
C -1.116 -1.086 -0.164
O -0.152 -1.663 -0.689
H 1.860 -0.969 -0.159
H 2.649 0.231 0.865
H -0.469 2.202 -0.741
H -2.078 0.622 0.766
H -2.063 -1.646 0.001
```



[2]
The following is a quantum chemistry calculation of a single CH4N2O molecule at a distorted geometry, from OMol25.

Computed properties:
spin multiplicity	1
energy relative to the best compared isomer or geometry (same formula, charge and spin)	350.3	kJ/mol
SMILES	[H]/N=C/ON
strongest force on any atom	2.14	eV/Å
total energy	-6126.877	eV
orbital gap	0.394	Eh

Structure (XYZ):
```
8
CH4N2O | OMol25 | wB97M-V/def2-TZVPD
H -2.796 1.053 0.419
N -2.033 0.442 0.106
C -0.950 1.114 0.087
O 0.185 0.440 -0.386
N 1.427 0.867 0.162
H -0.798 2.178 0.434
H 1.228 1.509 0.941
H 1.886 1.637 -0.385
```



[3]
The following is a quantum chemistry calculation of a gas-phase ion, C7H15N2Si (charge +1) at a distorted geometry, from OMol25.

Computed properties:
spin multiplicity	3
energy relative to the best compared isomer or geometry (same formula, charge and spin)	59.6	kJ/mol
total charge	+1
strongest force on any atom	6.17	eV/Å
total energy	-18348.388	eV
orbital gap (alpha / beta)	0.292 / 0.223	Eh

Structure (XYZ):
```
25
C7H15N2Si | OMol25 | wB97M-V/def2-TZVPD
C -0.291 -0.709 -1.354
C -0.103 -0.056 -0.225
C 0.956 -2.428 -0.699
C 1.359 -3.844 -0.910
C 1.002 2.803 1.125
C -1.633 0.982 2.170
C -1.265 2.497 -0.870
N 0.112 -2.022 -1.620
N 1.280 -1.673 0.276
Si -0.344 1.589 0.601
H -1.042 -0.369 -2.138
H 1.171 -4.281 0.092
H 0.845 -4.466 -1.778
H 2.486 -3.946 -1.047
H 2.014 2.812 0.700
H 0.551 3.806 1.011
H 1.103 2.720 2.199
H -1.110 1.250 3.156
H -2.657 1.503 2.089
H -1.701 -0.056 1.948
H -1.374 3.583 -0.456
H -0.603 2.758 -1.759
H -2.158 2.041 -1.202
H -0.190 -2.509 -2.448
H 1.592 -1.986 1.140
```



[4]
The following is a quantum chemistry calculation of 4 unconnected molecules or ions with the total composition CH9NO3 at a distorted geometry, from OMol25.

Computed properties:
spin multiplicity	2
energy relative to the best compared isomer or geometry (same formula, charge and spin)	181.0	kJ/mol
total charge	-1
strongest force on any atom	3.98	eV/Å
total energy	-8812.776	eV
orbital gap (alpha / beta)	0.061 / 0.408	Eh

Structure (XYZ):
```
14
CH9NO3 | OMol25 | wB97M-V/def2-TZVPD
C 2.293 -3.289 -2.752
N 1.910 -4.585 -2.879
H 3.079 -2.880 -3.445
H 1.508 -2.500 -2.573
H 2.698 -4.989 -3.438
H -0.909 5.031 3.035
H -1.234 3.807 2.032
O -1.129 4.020 2.959
H -0.395 0.906 -0.916
H -0.398 -0.014 -2.162
O 0.208 0.415 -1.525
H -2.771 0.727 4.374
H -2.285 2.129 3.773
O -2.575 1.222 3.517
```



[5]
The following is a quantum chemistry calculation of a molecular structure, C20H23ClN4O10P2RuS at a distorted geometry, from OMol25.

Computed properties:
spin multiplicity	6
energy relative to the best compared isomer or geometry (same formula, charge and spin)	114.7	kJ/mol
total charge	-1
strongest force on any atom	1.03	eV/Å
total energy	-92072.686	eV
orbital gap (alpha / beta)	0.213 / 0.234	Eh

Structure (XYZ):
```
62
C20H23ClN4O10P2RuS | OMol25 | wB97M-V/def2-TZVPD
Ru -0.888 0.232 0.152
N -2.824 3.929 -1.549
C -2.367 2.763 -2.408
C -2.763 3.063 -3.846
P -0.522 2.892 -2.161
O 0.112 2.097 -3.389
O -0.319 4.367 -2.316
O -0.183 2.235 -0.851
P -3.329 1.387 -1.664
O -2.757 0.164 -2.517
O -4.758 1.703 -1.909
O -2.838 1.312 -0.227
H -2.130 4.681 -1.730
H -2.773 3.636 -0.565
H -3.791 4.165 -1.772
H -2.244 3.948 -4.218
H -3.845 3.188 -3.925
H -2.475 2.215 -4.465
H 0.365 1.193 -3.126
H -2.800 -0.688 -2.043
C 1.177 3.618 3.841
N 1.610 2.244 3.711
C 2.709 1.690 4.323
C 2.776 0.412 3.934
N 1.707 0.159 3.066
C 0.967 1.321 2.938
S -0.443 1.743 2.147
C 1.576 -1.114 2.404
C 2.457 -2.136 2.771
C 2.323 -3.370 2.168
C 1.322 -3.563 1.232
C 0.521 -2.486 0.922
N 0.649 -1.276 1.478
H 1.848 4.113 4.540
H 0.154 3.655 4.212
H 1.208 4.111 2.870
H 3.341 2.254 4.983
H 3.494 -0.328 4.212
H 3.231 -2.004 3.505
H 2.999 -4.171 2.436
H 1.172 -4.505 0.728
H -0.275 -2.577 0.200
O -4.082 -2.136 2.576
C -3.144 -1.659 2.032
O -2.174 -0.953 2.074
C -3.110 -2.427 0.050
O -3.833 -3.367 -0.034
O -2.325 -1.734 -0.590
Cl 3.546 -0.471 -0.558
C 2.678 -1.831 -1.257
C 3.328 -3.048 -1.312
C 2.673 -4.169 -1.803
C 1.349 -4.024 -2.222
C 0.715 -2.803 -2.156
C 1.354 -1.626 -1.690
C 0.681 -0.376 -1.648
H 4.351 -3.109 -0.963
H 3.181 -5.122 -1.859
H 0.804 -4.881 -2.599
H -0.318 -2.719 -2.481
H -0.265 -0.363 -2.196
H 1.204 0.545 -1.456
```



[6]
The following is a quantum chemistry calculation of a molecular structure, C9H21Cs5N3O7S at a distorted geometry, from OMol25.

Computed properties:
spin multiplicity	1
total charge	+3
strongest force on any atom	1.72	eV/Å
total energy	-42033.494	eV
orbital gap	0.209	Eh

Structure (XYZ):
```
46
C9H21Cs5N3O7S | OMol25 | wB97M-V/def2-TZVPD
Cs -1.295 -3.646 -1.461
Cs 1.879 -0.984 -4.376
Cs 3.623 -4.380 -2.769
Cs 2.649 -3.685 1.429
Cs 5.302 -0.726 -1.873
S 1.382 -1.399 -1.037
O 0.082 -1.147 -1.664
O 1.315 -1.362 0.427
O 1.714 -2.830 -1.373
O 2.455 -0.554 -1.604
C -2.837 0.955 -2.484
C -1.690 1.909 -2.739
O -1.795 2.896 -3.442
N -0.538 1.615 -2.079
C 0.645 2.437 -2.121
H -3.641 1.548 -2.048
H -2.579 0.135 -1.811
H -3.221 0.551 -3.420
H -0.495 0.745 -1.576
H 1.469 1.965 -1.578
H 0.505 3.437 -1.722
H 1.045 2.458 -3.141
C 3.558 2.088 0.934
C 3.531 1.330 2.255
O 4.367 1.500 3.119
N 2.501 0.454 2.412
C 2.469 -0.395 3.600
H 2.610 2.008 0.398
H 4.351 1.699 0.287
H 3.767 3.135 1.135
H 1.955 0.180 1.612
H 2.582 0.248 4.468
H 3.288 -1.122 3.595
H 1.519 -0.923 3.685
C -5.405 -0.635 1.047
C -4.009 -1.166 0.858
O -3.743 -2.014 0.012
N -3.060 -0.655 1.679
C -1.670 -0.981 1.516
H -6.085 -1.219 0.433
H -5.485 0.402 0.718
H -5.731 -0.705 2.084
H -3.309 0.137 2.249
H -1.230 -0.451 0.667
H -1.621 -2.046 1.260
H -1.127 -0.804 2.438
```



[7]
The following is a quantum chemistry calculation of 7 unconnected molecules or ions with the total composition C3H18NO7S at a distorted geometry, from OMol25.

Computed properties:
spin multiplicity	2
strongest force on any atom	3.01	eV/Å
total energy	-30060.323	eV
orbital gap (alpha / beta)	0.386 / 0.258	Eh

Structure (XYZ):
```
30
C3H18NO7S | OMol25 | wB97M-V/def2-TZVPD
C 0.315 0.914 0.799
C 1.230 1.699 1.738
S 0.263 2.647 2.949
C 0.210 -0.497 1.217
N 0.323 -0.889 2.518
O 0.084 -1.416 0.376
H 0.754 0.831 -0.196
H -0.660 1.395 0.839
H 1.764 2.545 1.245
H 1.981 1.084 2.263
H 0.441 -1.856 2.775
H 0.441 -0.239 3.282
H -2.537 2.468 -1.438
H -2.214 0.941 -1.248
O -2.013 1.741 -1.801
H 0.163 -4.001 -1.347
H 0.476 -2.612 -1.727
O -0.203 -3.286 -1.874
H 0.669 2.941 -2.884
H -0.515 2.011 -2.293
O 0.339 2.044 -2.811
H 2.270 1.677 -2.298
H 3.184 1.128 -1.211
O 3.103 1.199 -2.166
H -2.664 -1.461 -0.980
H -1.485 -0.854 -0.323
O -2.441 -0.652 -0.505
H -1.803 -3.223 1.935
H -0.546 -2.702 1.461
O -0.931 -3.575 1.707
```



[8]
The following is a quantum chemistry calculation of 6 unconnected molecules or ions with the total composition C57H74F2N10O5S2 at a distorted geometry, from OMol25.

Computed properties:
spin multiplicity	1
total charge	+6
strongest force on any atom	5.08	eV/Å
total energy	-112491.486	eV
orbital gap	0.121	Eh

Structure (XYZ):
```
150
C57H74F2N10O5S2 | OMol25 | wB97M-V/def2-TZVPD
C -1.450 1.204 -4.013
C -1.173 1.779 -2.613
C -1.863 3.154 -2.562
C -1.895 3.815 -1.202
C -2.635 2.842 -0.325
C -1.987 1.459 -0.195
N -1.647 0.896 -1.515
O -1.120 -0.418 -1.536
C -2.985 0.654 0.628
C -0.682 1.629 0.613
C 0.363 2.077 -2.631
H -0.831 0.360 -4.313
H -1.408 2.010 -4.742
H -2.453 0.772 -3.987
H -2.891 3.139 -2.941
H -1.369 3.802 -3.293
H -2.425 4.769 -1.210
H -0.892 4.049 -0.831
H -3.700 2.766 -0.552
H -2.620 3.278 0.684
H -3.253 1.199 1.536
H -2.683 -0.352 0.933
H -3.956 0.548 0.126
H -0.155 0.697 0.803
H -0.771 2.085 1.604
H -0.020 2.267 0.028
H 0.604 2.726 -3.470
H 0.813 1.086 -2.747
H 0.798 2.488 -1.720
C 3.057 13.291 4.180
N 3.073 11.951 3.540
C 3.130 10.852 4.308
C 2.957 9.606 3.744
C 2.735 9.477 2.367
C 2.775 10.644 1.612
C 2.914 11.879 2.206
C 2.760 8.157 1.683
C 3.692 7.181 2.053
C 3.632 5.923 1.514
N 2.719 5.633 0.551
C 1.823 6.539 0.144
C 1.861 7.820 0.683
C 2.623 4.224 0.096
H 2.076 13.461 4.618
H 3.215 14.061 3.430
H 3.859 13.345 4.912
H 3.264 10.971 5.374
H 2.794 8.747 4.383
H 2.759 10.554 0.533
H 2.936 12.810 1.661
H 4.431 7.440 2.800
H 4.237 5.072 1.795
H 1.056 6.290 -0.574
H 1.159 8.508 0.228
H 2.443 4.186 -0.973
H 1.717 3.794 0.540
H 3.416 3.655 0.571
C -7.093 -8.004 0.318
N -6.746 -6.596 -0.034
C -7.395 -5.998 -1.048
C -7.065 -4.715 -1.427
C -6.016 -4.035 -0.830
C -5.327 -4.700 0.185
C -5.670 -5.987 0.518
C -5.655 -2.652 -1.255
C -4.439 -2.371 -1.880
C -4.224 -1.122 -2.424
N -5.147 -0.154 -2.200
C -6.265 -0.384 -1.510
C -6.626 -1.669 -1.149
C -4.836 1.200 -2.718
H -8.146 -8.121 0.551
H -6.440 -8.290 1.136
H -6.811 -8.586 -0.558
H -8.274 -6.514 -1.413
H -7.635 -4.191 -2.185
H -4.434 -4.318 0.661
H -5.103 -6.577 1.224
H -3.733 -3.161 -2.094
H -3.381 -0.810 -3.023
H -6.962 0.440 -1.436
H -7.617 -1.791 -0.735
H -3.769 1.350 -2.577
H -5.426 1.877 -2.105
H -5.150 1.267 -3.758
C 1.260 -1.434 -5.079
N 1.953 -2.766 -5.022
C 3.125 -2.864 -5.673
C 3.767 -4.071 -5.801
C 3.248 -5.178 -5.146
C 2.048 -5.058 -4.434
C 1.427 -3.816 -4.371
C 3.855 -6.517 -5.395
C 3.101 -7.552 -5.958
C 3.689 -8.755 -6.263
N 4.953 -9.031 -5.911
C 5.685 -8.084 -5.288
C 5.165 -6.832 -5.033
C 5.569 -10.302 -6.329
H 0.192 -1.618 -5.120
H 1.604 -0.992 -6.008
H 1.550 -0.869 -4.197
H 3.523 -1.961 -6.116
H 4.639 -4.186 -6.430
H 1.578 -5.923 -3.991
H 0.486 -3.626 -3.872
H 2.087 -7.361 -6.285
H 3.076 -9.475 -6.790
H 6.705 -8.404 -5.119
H 5.756 -6.072 -4.538
H 6.011 -10.174 -7.316
H 4.828 -11.096 -6.339
H 6.335 -10.583 -5.610
C -1.661 -2.678 9.311
N -1.221 -2.499 7.899
C -1.938 -1.748 7.040
C -1.464 -1.536 5.769
C -0.321 -2.203 5.300
C 0.360 -3.008 6.210
C -0.120 -3.157 7.496
C 0.214 -1.962 3.943
C -0.621 -2.026 2.822
C -0.147 -1.678 1.567
N 1.152 -1.344 1.440
C 1.988 -1.370 2.490
C 1.562 -1.670 3.756
C 1.693 -1.066 0.090
H -1.452 -3.694 9.631
H -2.722 -2.457 9.354
H -1.062 -2.009 9.926
H -2.867 -1.397 7.467
H -1.948 -0.890 5.048
H 1.187 -3.646 5.928
H 0.364 -3.775 8.238
H -1.632 -2.377 2.975
H -0.690 -1.634 0.624
H 3.018 -1.085 2.313
H 2.244 -1.691 4.594
H 2.762 -0.886 0.126
H 1.170 -0.191 -0.303
H 1.437 -1.926 -0.525
N 3.050 0.799 4.273
S 4.460 1.125 5.072
O 4.182 2.081 6.094
O 5.656 1.144 4.291
F 4.599 -0.265 5.829
S 3.232 1.648 3.020
O 3.833 0.995 1.874
O 3.389 3.066 3.122
F 1.658 1.372 2.558
```



[9]
The following is a quantum chemistry calculation of a molecular structure, C6H9N at a distorted geometry, from OMol25.

Computed properties:
spin multiplicity	1
energy relative to the best compared isomer or geometry (same formula, charge and spin)	200.5	kJ/mol
strongest force on any atom	1.08	eV/Å
total energy	-7856.081	eV
orbital gap	0.348	Eh

Structure (XYZ):
```
16
C6H9N | OMol25 | wB97M-V/def2-TZVPD
C -2.558 -0.383 0.117
C -1.134 0.069 0.147
C -0.626 1.363 0.194
C 0.754 1.282 -0.007
C 1.077 -0.070 -0.146
C 2.417 -0.747 -0.027
N -0.132 -0.849 0.023
H -2.597 -1.424 0.443
H -3.159 0.237 0.786
H -3.009 -0.334 -0.884
H -1.213 2.267 0.340
H 1.459 2.102 0.061
H 2.404 -1.742 -0.481
H 3.214 -0.173 -0.511
H 2.702 -0.870 1.022
H 0.400 -0.727 -1.079
```



[10]
The following is a quantum chemistry calculation of a single C4H5FN2 molecule at a distorted geometry, from OMol25.

Computed properties:
spin multiplicity	1
energy relative to the best compared isomer or geometry (same formula, charge and spin)	322.9	kJ/mol
SMILES	F[C@@H]1C=NN=CC1
strongest force on any atom	6.72	eV/Å
total energy	-9923.457	eV
orbital gap	0.393	Eh

Structure (XYZ):
```
12
C4H5FN2 | OMol25 | wB97M-V/def2-TZVPD
F -2.200 0.120 -0.001
C -0.875 0.124 0.358
C -0.314 1.458 -0.084
N 0.896 1.616 -0.215
N 1.739 0.395 0.249
C 1.371 -0.763 -0.062
C -0.147 -1.004 -0.412
H -0.868 0.072 1.473
H -0.913 2.386 -0.513
H 2.160 -1.509 0.346
H -0.556 -1.888 0.278
H -0.293 -1.006 -1.417
```



[11]
The following is a quantum chemistry calculation of 2 unconnected molecules or ions with the total composition C4H4F2N2O5 at a distorted geometry, from OMol25.

Computed properties:
spin multiplicity	1
energy relative to the best compared isomer or geometry (same formula, charge and spin)	321.1	kJ/mol
strongest force on any atom	3.91	eV/Å
total energy	-22854.975	eV
orbital gap (alpha / beta)	0.297 / 0.297	Eh

Structure (XYZ):
```
17
C4H4F2N2O5 | OMol25 | wB97M-V/def2-TZVPD
C -1.018 0.426 0.075
C -1.997 -0.379 -0.368
C 2.545 -1.119 0.229
C 0.287 0.564 -0.444
N -3.286 -0.653 0.403
N 1.050 1.869 -0.092
O -3.371 -0.016 1.430
O 1.840 2.183 -0.914
O -4.101 -1.457 0.018
O 0.840 2.360 0.973
O 1.586 -0.285 0.839
F -2.077 -0.865 -1.618
F 0.551 0.264 -1.670
H -1.078 0.997 1.097
H 2.099 -2.121 0.146
H 3.417 -0.836 0.740
H 2.714 -0.933 -0.842
```



[12]
The following is a quantum chemistry calculation of a molecular structure, C39H27GeN4O2S5Tl, from OMol25.

Computed properties:
spin multiplicity	2
energy relative to the best compared isomer or geometry (same formula, charge and spin)	0.0	kJ/mol
total charge	-1
strongest force on any atom	0.74	eV/Å
total energy	-166325.648	eV
orbital gap (alpha / beta)	0.239 / 0.209	Eh

Structure (XYZ):
```
79
C39H27GeN4O2S5Tl | OMol25 | wB97M-V/def2-TZVPD
Tl 0.197 0.434 0.003
O -3.120 1.348 -2.828
C -2.061 1.115 -2.240
N -1.865 0.558 -1.048
C -2.891 -0.087 -0.343
C -3.998 -0.661 -0.964
C -5.001 -1.250 -0.212
C -4.875 -1.322 1.169
C -3.736 -0.831 1.787
C -2.744 -0.189 1.044
N -1.565 0.347 1.582
C -1.459 0.686 2.864
O -2.332 0.684 3.741
C -0.115 1.246 3.294
C 0.221 1.181 4.641
C 1.388 1.782 5.070
C 2.170 2.458 4.145
C 1.769 2.461 2.821
N 0.659 1.855 2.395
C -0.796 1.567 -2.919
C -0.724 1.544 -4.310
C 0.423 2.001 -4.921
C 1.439 2.527 -4.130
C 1.279 2.506 -2.762
N 0.194 2.009 -2.159
H -4.077 -0.605 -2.039
H -5.878 -1.653 -0.704
H -5.666 -1.757 1.767
H -3.614 -0.913 2.855
H -0.456 0.675 5.313
H 1.678 1.740 6.112
H 3.074 2.977 4.437
H 2.360 2.966 2.067
H -1.567 1.156 -4.862
H 0.533 1.944 -5.996
H 2.346 2.923 -4.566
H 2.053 2.891 -2.109
S -0.771 -5.564 -5.395
C -0.310 -4.374 -4.357
S -0.847 -4.262 -2.724
C 0.043 -2.837 -2.219
C 0.815 -2.244 -3.242
S 1.681 -0.830 -3.194
S 0.765 -3.098 -4.782
S -0.133 -2.437 -0.595
C 5.487 3.293 1.593
C 4.851 3.249 0.359
C 4.050 2.163 0.033
C 3.890 1.095 0.916
C 4.560 1.139 2.137
C 5.346 2.233 2.477
Ge 2.730 -0.422 0.451
C 2.593 -1.546 2.040
C 3.708 -2.301 2.412
C 3.672 -3.097 3.549
C 2.524 -3.140 4.330
C 1.408 -2.403 3.963
C 1.441 -1.620 2.817
C 3.791 -1.460 -0.806
C 3.471 -2.801 -1.022
C 4.136 -3.536 -1.991
C 5.131 -2.938 -2.755
C 5.476 -1.614 -2.527
C 4.807 -0.877 -1.560
H 6.083 4.156 1.864
H 4.974 4.064 -0.344
H 3.530 2.150 -0.918
H 4.458 0.318 2.837
H 5.852 2.257 3.435
H 4.608 -2.268 1.808
H 4.538 -3.689 3.820
H 2.497 -3.763 5.215
H 0.505 -2.446 4.560
H 0.552 -1.076 2.522
H 2.689 -3.267 -0.433
H 3.873 -4.573 -2.156
H 5.635 -3.505 -3.527
H 6.266 -1.152 -3.106
H 5.076 0.159 -1.393
```